(1)
Here is a molecular structure, C24H21NP2PdS3Sb from the OMol25 dataset. Energies are from ωB97M-V/def2-TZVPD.

XYZ file:
```
53
Properties=species:S:1:pos:R:3
Pd 0.27156 0.57842 0.68566
S -0.14257 -3.03179 3.13909
Sb 1.34677 -1.37979 2.45057
S -0.16900 0.45012 3.05954
S 0.72750 -1.61462 0.05079
N -0.27686 2.71638 -1.21899
P -1.37843 2.10079 -0.05297
C -2.50990 3.51689 0.03887
C -3.08250 3.99546 -1.13372
C -3.87713 5.12322 -1.08758
C -4.10638 5.75978 0.12425
C -3.54588 5.27189 1.29423
C -2.74357 4.14423 1.25344
C -2.32879 0.88244 -1.02416
C -3.56816 0.47698 -0.53171
C -4.29457 -0.49129 -1.19921
C -3.78092 -1.07792 -2.34459
C -2.53416 -0.70168 -2.81789
C -1.80268 0.26987 -2.15741
P 1.16383 1.79964 -1.33259
C 2.02999 2.91132 -2.49919
C 2.24973 2.50210 -3.80784
C 2.85343 3.36807 -4.70400
C 3.23561 4.63437 -4.29277
C 3.03018 5.03588 -2.98172
C 2.42822 4.17640 -2.08294
C 2.06645 2.13854 0.25215
C 1.66722 3.03917 1.24959
C 2.33093 3.06633 2.46950
C 3.36952 2.18192 2.72019
C 3.74746 1.25321 1.75723
C 3.09517 1.22291 0.53472
H -0.23752 3.71658 -1.38895
H -2.89885 3.47759 -2.06429
H -4.31402 5.51202 -1.99595
H -4.72967 6.64094 0.15288
H -3.72403 5.77108 2.23572
H -2.29370 3.73680 2.14990
H -3.95659 0.94444 0.36379
H -5.26169 -0.78990 -0.82325
H -4.34864 -1.83272 -2.86775
H -2.12948 -1.17136 -3.70220
H -0.83172 0.57390 -2.53632
H 1.94445 1.51079 -4.11776
H 3.03232 3.05246 -5.72136
H 3.70850 5.30805 -4.99160
H 3.34868 6.01702 -2.66070
H 2.26768 4.48172 -1.05621
H 0.84620 3.72918 1.07255
H 2.03355 3.77221 3.23255
H 3.87239 2.19906 3.67692
H 4.54235 0.54683 1.96054
H 3.37754 0.51461 -0.24317
```

Calculated values
Spin multiplicity ... 2
Total charge ... 0
Energy relative to the best compared isomer or geometry (same formula, charge and spin) ... 0.000 eV
E ... -3227.3172 Eh
Highest occupied orbital energy (spin up / spin down) ... -7.355 / -7.298 eV
⟨S²⟩ ... 0.758

(2)
Here is a molecular structure, C7H17N2OPRu from the OMol25 dataset. Energies are from ωB97M-V/def2-TZVPD.

XYZ file:
```
29
Properties=species:S:1:pos:R:3
Ru 0.31707 -0.15471 0.38911
H 0.99577 -1.25251 1.01811
H 1.00177 -1.37271 0.13481
P 0.44497 -0.07001 -1.95989
C -1.08953 -0.48691 -2.90079
H -0.94823 -0.37141 -3.99019
H -1.37893 -1.52601 -2.67239
H -1.90033 0.17729 -2.55909
C 0.86077 1.60629 -2.60819
H 1.82407 1.91799 -2.17369
H 0.92197 1.60919 -3.71089
H 0.08607 2.31429 -2.27259
C 1.71367 -1.12981 -2.78719
H 1.48377 -2.18921 -2.58449
H 1.73827 -0.96161 -3.87879
H 2.70037 -0.89721 -2.35349
C -1.43923 -0.92551 0.48941
O -2.52563 -1.36181 0.54771
H 1.85827 0.62059 0.29281
H -0.32343 1.35959 0.17271
N -0.47073 -0.80311 3.29881
C -0.86103 -0.25071 4.46111
C -0.94953 1.11719 4.28811
C -0.59523 1.34249 2.97191
N -0.31553 0.15669 2.40171
H -0.31213 -1.81901 3.11761
H -1.06313 -0.80261 5.36951
H -1.23203 1.85419 5.02741
H -0.54223 2.29919 2.47091
```

Calculated values
Spin multiplicity ... 5
Total charge ... +2
E ... -896.8946 Eh
Highest occupied orbital energy (spin up / spin down) ... -14.244 / -17.792 eV
⟨S²⟩ ... 6.019

(3)
Here is 10 unconnected molecules or ions with the total composition C19H61N17O10 from the OMol25 dataset. Energies are from ωB97M-V/def2-TZVPD.

XYZ file:
```
107
Properties=species:S:1:pos:R:3
C -2.37732 -13.62154 8.77190
O -2.90082 -13.58118 10.09116
C -2.83678 -14.82508 10.74889
C -3.29439 -14.71234 12.17520
C -2.90242 -15.99487 12.89023
N -4.75455 -14.62199 12.27730
H -2.54811 -14.49438 8.14488
H -1.29881 -13.42672 8.88237
H -2.75906 -12.71007 8.31011
H -3.43349 -15.56946 10.20095
H -1.81813 -15.23800 10.74978
H -2.70967 -13.94141 12.69206
H -3.14001 -16.01736 13.96088
H -1.81556 -16.09690 12.98404
H -3.34740 -16.88922 12.45285
H -5.12044 -13.80031 11.79090
H -5.00597 -14.37188 13.23380
C -11.36125 -15.96208 8.97539
O -10.43632 -15.93202 10.02774
C -9.11112 -15.85049 9.55194
C -8.15472 -15.82698 10.72584
C -8.41465 -14.59532 11.60685
N -6.78955 -15.75843 10.25518
H -11.22278 -16.84664 8.33601
H -11.38369 -15.07303 8.33770
H -12.35005 -16.08983 9.42131
H -8.90428 -16.75759 8.95577
H -8.95049 -14.97947 8.90536
H -8.38256 -16.67916 11.38051
H -9.19853 -14.76050 12.34213
H -8.68821 -13.71392 11.01894
H -7.48371 -14.33314 12.11071
H -6.40995 -16.66123 9.98202
H -6.07090 -15.39775 10.88497
C 3.16503 -13.20585 12.50529
O 2.19720 -14.16629 12.80710
C 2.72657 -15.47720 12.86899
C 1.63167 -16.43256 13.30502
C 0.54695 -16.64054 12.27114
N 0.98694 -15.94505 14.57756
H 4.11095 -13.31435 13.06022
H 2.75822 -12.22095 12.72644
H 3.48630 -13.24171 11.45294
H 3.03318 -15.77444 11.85669
H 3.58665 -15.48093 13.54796
H 2.16449 -17.34491 13.60312
H -0.04616 -17.48840 12.60975
H 0.95908 -16.85571 11.28126
H -0.00146 -15.70836 12.15098
H 1.77819 -15.72648 15.18286
H 0.60378 -16.79669 14.99315
N -1.87802 -11.65465 5.79260
C -1.73577 -12.77665 5.02390
N -2.87845 -13.45515 4.75940
O -0.66013 -13.08087 4.51844
H -1.06538 -11.28312 6.24673
H -2.77948 -11.32071 6.10410
H -2.80961 -14.28950 4.21249
H -3.72434 -13.24214 5.25988
N -0.87392 -18.77493 7.10935
C -1.85844 -17.84288 7.39344
N -2.42028 -17.29978 6.27195
O -2.17298 -17.61313 8.54673
H -0.33510 -19.12279 7.87758
H -0.67397 -18.99881 6.15330
H -2.28083 -17.51911 5.30471
H -3.13252 -16.60843 6.45839
N -8.14421 -11.51673 15.72604
C -7.30383 -12.49226 15.25943
N -7.87913 -13.71479 15.03545
O -6.14131 -12.28908 14.96731
H -9.07963 -11.69555 16.03405
H -7.68909 -10.63069 15.84580
H -7.24965 -14.41143 14.68514
H -8.84261 -13.93541 15.19962
N -6.21894 -10.03237 7.97761
C -5.55807 -11.12079 7.45695
N -5.51492 -12.21328 8.27831
O -5.05229 -11.12286 6.33968
H -6.42379 -9.25878 7.37770
H -6.32146 -10.01512 8.97507
H -4.95958 -12.96007 7.89366
H -5.74824 -12.17801 9.25298
N -5.91643 -15.87716 5.00112
C -5.69422 -15.39516 6.27348
N -6.72812 -15.68024 7.12414
O -4.74568 -14.68388 6.57121
H -6.85720 -16.10537 4.74438
H -5.18817 -15.68587 4.34050
H -6.66228 -15.51269 8.12249
H -7.44374 -16.30557 6.79971
N 1.37861 -11.90972 9.69394
C 2.16183 -12.66861 8.86143
N 1.48080 -13.20553 7.78150
O 3.35426 -12.85698 9.00648
H 1.66623 -11.66596 10.62309
H 0.63654 -11.33550 9.33483
H 0.48258 -13.11482 7.80637
H 2.00725 -13.95308 7.36868
N -1.90541 -17.21804 16.11826
C -1.45328 -18.45368 15.74260
N -2.39797 -19.43273 15.66097
O -0.27972 -18.61453 15.43663
H -1.26494 -16.44235 16.12380
H -2.79806 -17.02025 16.53299
H -3.21929 -19.36993 16.23440
H -2.09915 -20.34050 15.35591
```

Calculated values
Spin multiplicity ... 1
Total charge ... 0
Energy relative to the best compared isomer or geometry (same formula, charge and spin) ... 2.124 eV
E ... -2444.0013 Eh
Highest occupied orbital energy ... -8.761 eV

- Which value of E does entry 3 give?
  -2444.0013 Eh